[1]
Computed, not measured: a structure of composition C5H9IN, with wB97M-V/def2-TZVPD.

Geometry as ORCA input:
```
! RIJCOSX wB97M-V def2-TZVPD def2/J DEFGRID3
* xyz 1 1
C 2.348 -2.568 0.606
C -0.792 -0.315 1.284
C -0.372 -0.319 -1.241
C 1.612 -0.100 0.222
C 0.089 0.132 0.108
N 2.007 -1.471 0.433
I -0.982 -3.286 1.540
H -1.795 -0.359 0.975
H -0.155 -1.190 1.826
H -0.841 0.506 2.135
H -1.368 -0.556 -1.279
H 0.123 -1.320 -1.569
H -0.207 0.379 -2.033
H 2.152 0.230 -0.765
H 2.028 0.461 1.110
H -0.093 1.198 0.191
*
```

Computed properties:
Orbital gap (alpha / beta), eV: 6.02 / 5.93
LUMO (alpha / beta), eV: -9.0 / -9.1
Max |F|, eV/A: 3.429
HOMO energy (alpha / beta), eV: -15.0 / -15.0


[2]
Computed, not measured: the ion C5H9IN3 with charge +1, with wB97M-V/def2-TZVPD.

Geometry as ORCA input:
```
! RIJCOSX wB97M-V def2-TZVPD def2/J DEFGRID3
* xyz 1 1
C 1.077 -1.577 1.188
C 0.589 -0.311 0.612
C -0.963 -0.307 0.509
N -1.677 0.503 -0.176
C -0.960 1.607 -0.661
N -1.777 2.691 -0.794
N 0.322 1.543 -1.036
C 1.031 0.154 -0.708
I 3.134 0.573 -0.634
H 1.600 -2.360 0.569
H 0.285 -2.075 1.594
H 1.806 -1.333 2.074
H 0.776 0.495 1.258
H -1.499 -1.136 0.920
H -2.776 2.616 -0.416
H -1.682 3.381 -1.524
H 1.044 2.250 -1.020
H 0.805 -0.534 -1.484
*
```

Computed properties:
Orbital gap, eV: 8.93
Structure (SMILES): C[C@@H]1C=NC(=[NH2+])N[C@H]1I
LUMO, eV: -4.7
Max |F|, eV/A: 4.590
HOMO energy, eV: -13.6


[3]
Computed, not measured: the molecule C5H9INOP, with wB97M-V/def2-TZVPD.

Geometry as ORCA input:
```
! RIJCOSX wB97M-V def2-TZVPD def2/J DEFGRID3
* xyz 0 1
H 1.656 -3.671 -0.458
P 2.275 -2.405 -0.038
C 1.049 -1.299 -0.034
C -0.460 -1.642 -0.204
N -1.044 -0.337 -0.473
I -3.053 -0.336 0.021
C -0.234 0.780 0.247
C -0.310 2.065 -0.597
O -0.793 1.090 1.488
C 1.217 0.126 0.347
H -0.587 -2.218 -1.106
H -0.829 -2.161 0.793
H -1.443 2.207 -0.680
H 0.070 2.148 -1.565
H 0.048 2.863 0.045
H -1.247 1.851 1.368
H 1.832 0.252 1.336
H 1.854 0.686 -0.491
*
```

Computed properties:
Orbital gap, eV: 8.68
Structure (SMILES): [H]/P=C1\CN(I)[C@@](C)(O)C1
LUMO, eV: -0.1
Max |F|, eV/A: 4.798
HOMO energy, eV: -8.8


[4]
Computed, not measured: a structure of composition C5H9MgO4Pd, with wB97M-V/def2-TZVPD.

Geometry as ORCA input:
```
! RIJCOSX wB97M-V def2-TZVPD def2/J DEFGRID3
* xyz 0 4
O -2.437 -1.174 -0.677
C -2.600 -0.800 0.576
C -1.633 -0.213 1.336
O -0.337 -0.465 0.776
C 0.487 0.684 0.635
C 1.640 0.321 -0.265
O 1.098 -0.264 -1.451
C 2.062 -0.458 -2.482
Mg -0.542 -1.520 -1.037
H -3.633 -0.770 0.958
H 0.861 1.020 1.613
H -0.121 1.489 0.192
H 2.318 -0.400 0.216
H 2.210 1.225 -0.525
H 1.561 -0.956 -3.318
H 2.454 0.517 -2.804
H 2.888 -1.084 -2.117
H -2.239 1.358 2.044
Pd -1.743 0.015 3.055
O -2.294 1.475 3.276
*
```

Computed properties:
Orbital gap (alpha / beta), eV: 5.47 / 6.90
LUMO (alpha / beta), eV: 0.4 / -0.9
Max |F|, eV/A: 19.575
HOMO energy (alpha / beta), eV: -5.1 / -7.8


[5]
Computed, not measured: the ion C5H9N with charge -1, with wB97M-V/def2-TZVPD.

Geometry as ORCA input:
```
! RIJCOSX wB97M-V def2-TZVPD def2/J DEFGRID3
* xyz -1 2
C 0.919 1.930 -1.519
C 0.109 1.425 -0.523
N 0.619 0.464 0.483
C 0.056 -0.477 1.378
C -0.753 -1.890 -0.441
C -0.959 -1.468 0.828
H 0.457 2.311 -2.467
H 1.990 2.051 -1.469
H -1.119 1.398 -0.515
H 1.587 0.788 0.615
H -0.470 0.050 2.242
H 0.825 -1.202 2.007
H -1.592 -2.162 -1.160
H 0.242 -1.578 -0.864
H -1.910 -1.640 1.405
*
```

Computed properties:
Orbital gap (alpha / beta), eV: 3.07 / 8.03
LUMO (alpha / beta), eV: 4.3 / 4.2
Max |F|, eV/A: 4.508
HOMO energy (alpha / beta), eV: 1.3 / -3.9


[6]
Computed, not measured: a structure of composition C5H9N, with wB97M-V/def2-TZVPD.

Geometry as ORCA input:
```
! RIJCOSX wB97M-V def2-TZVPD def2/J DEFGRID3
* xyz 0 1
C 1.768 -0.098 -0.150
C 0.262 -0.036 -0.102
C -0.603 -0.041 1.174
N -1.672 0.244 0.171
C -0.662 1.085 -0.560
C -0.662 -1.085 -0.722
H 2.132 -0.056 -1.180
H 2.140 -1.022 0.308
H 2.197 0.746 0.404
H -0.753 -0.995 1.690
H -0.509 0.783 1.889
H -0.536 2.059 -0.079
H -0.825 1.189 -1.642
H -1.679 -0.722 -0.998
H -0.599 -2.051 -0.202
*
```

Computed properties:
Orbital gap, eV: 9.15
LUMO, eV: 0.8
Max |F|, eV/A: 2.437
HOMO energy, eV: -8.3


Total energy (eV)
-14909.3048, -17894.4373, -26255.0513, -22435.3012, -6816.0187, -6815.4094
ΔE to the lowest compared entry with this formula, charge and spin (eV)
4.966, 0.818, 0.157, 0.000, 2.714, 5.586